1.
{
  "formula": "C35H24Cl5CoN7O3S",
  "method": "ωB97M-V/def2-TZVPD",
  "total_charge": -2,
  "spin_multiplicity": 4,
  "lumo_energy_ev": [3.65, 3.65],
  "symbols": ["Co", "Cl", "C", "C", "C", "Cl", "C", "Cl", "C", "Cl", "C", "Cl", "C", "O", "C", "C", "C", "C", "C", "C", "N", "N", "C", "C", "C", "C", "O", "C", "N", "C", "C", "C", "C", "H", "H", "H", "H", "H", "H", "H", "H", "H", "H", "H", "H", "C", "C", "C", "N", "N", "C", "N", "S", "H", "H", "H", "H", "H", "H", "H", "O", "C", "N", "C", "C", "C", "C", "C", "C", "C", "C", "H", "H", "H", "H", "H"],
  "coordinates": [[0.100, 0.238, 0.048], [3.297, -0.291, -1.067], [2.283, 0.794, -1.991], [0.977, 1.048, -1.573], [0.286, 1.942, -2.399], [-1.340, 2.410, -1.996], [0.830, 2.520, -3.543], [-0.083, 3.620, -4.528], [2.136, 2.221, -3.913], [2.837, 2.931, -5.332], [2.871, 1.349, -3.124], [4.506, 0.980, -3.575], [1.403, -7.798, 3.038], [0.523, -7.661, 4.130], [-0.586, -6.873, 3.927], [-0.986, -6.399, 2.686], [-2.123, -5.610, 2.572], [-2.870, -5.267, 3.703], [-2.457, -5.774, 4.948], [-1.337, -6.564, 5.061], [-3.964, -4.407, 3.713], [-4.354, -3.984, 2.517], [-3.761, -3.045, 1.777], [-4.182, -2.902, 0.434], [-3.581, -2.056, -0.459], [-2.458, -1.251, -0.111], [-1.886, -0.460, -0.894], [-2.015, -1.364, 1.283], [-0.958, -0.587, 1.618], [-0.627, -0.464, 2.885], [-1.281, -1.169, 3.898], [-2.286, -2.042, 3.569], [-2.686, -2.169, 2.226], [2.285, -8.309, 3.419], [1.689, -6.824, 2.631], [0.960, -8.399, 2.236], [-0.418, -6.620, 1.793], [-2.416, -5.241, 1.601], [-3.041, -5.509, 5.820], [-1.016, -6.949, 6.021], [-5.005, -3.535, 0.119], [-3.924, -1.988, -1.484], [0.187, 0.215, 3.092], [-0.974, -1.026, 4.926], [-2.794, -2.619, 4.326], [3.525, 2.038, 5.711], [4.318, 1.791, 4.430], [3.631, 0.827, 3.517], [2.764, 1.188, 2.642], [2.219, 0.152, 1.944], [2.681, -1.005, 2.316], [2.238, -2.170, 1.798], [3.866, -0.900, 3.586], [4.024, 2.773, 6.344], [3.405, 1.118, 6.285], [2.531, 2.413, 5.466], [5.321, 1.425, 4.668], [4.436, 2.723, 3.877], [1.650, -2.082, 0.942], [2.829, -2.976, 1.879], [0.754, -3.409, -2.101], [0.675, -2.526, -1.296], [0.620, -1.679, -0.468], [-0.161, 1.972, 0.819], [-0.249, 3.003, 1.463], [-0.353, 4.217, 2.192], [-0.791, 5.402, 1.583], [-0.886, 6.583, 2.297], [-0.545, 6.626, 3.644], [-0.106, 5.462, 4.263], [-0.011, 4.280, 3.551], [-1.055, 5.368, 0.533], [-1.228, 7.481, 1.795], [-0.623, 7.552, 4.202], [0.167, 5.476, 5.312], [0.336, 3.373, 4.031]],
  "forces_ev_per_angstrom": [[-0.1051, -0.1338, -0.1195], [0.0465, 0.0900, 0.0377], [0.0988, -0.1993, 0.1188], [-0.0471, -0.0576, 0.2793], [-0.1477, 0.1186, 0.0214], [-0.0394, -0.0799, -0.0933], [0.0802, 0.0183, -0.0932], [-0.0122, 0.0021, 0.0041], [-0.0297, 0.0289, -0.0187], [0.0048, 0.0009, -0.0112], [0.0451, 0.0604, -0.1026], [0.0007, 0.0109, -0.0138], [-0.0004, -0.0564, -0.0431], [-0.0442, 0.0922, 0.0478], [0.0421, -0.0985, 0.0095], [0.0164, -0.0070, -0.0457], [0.0377, 0.0081, -0.0523], [-0.2339, 0.1705, 0.1524], [0.0024, -0.0275, 0.0095], [-0.0197, -0.0122, 0.0007], [0.0721, -0.0397, -0.2697], [0.1665, -0.0382, 0.1486], [0.0505, -0.0319, 0.1623], [-0.0812, 0.0091, -0.1414], [0.0182, 0.0099, -0.0612], [0.0862, 0.0365, 0.0741], [-0.0512, 0.0308, 0.0329], [0.0186, 0.0447, -0.1427], [0.0012, 0.0858, -0.0451], [0.0001, -0.0473, -0.0604], [0.0089, 0.0055, 0.0740], [0.0126, 0.0134, -0.1638], [0.0024, -0.0281, 0.1122], [0.0007, 0.0068, -0.0196], [0.0295, -0.0171, 0.0078], [0.0162, 0.0317, 0.0141], [-0.0139, -0.0077, 0.0011], [-0.0208, 0.0280, -0.0133], [-0.0080, 0.0047, 0.0089], [0.0240, 0.0033, 0.0110], [0.0052, 0.0143, -0.0023], [-0.0334, -0.0193, 0.0082], [-0.0070, 0.0328, 0.0337], [-0.0105, -0.0241, 0.0066], [-0.0296, -0.0059, 0.0804], [-0.0280, 0.0068, 0.0614], [0.1170, -0.0173, -0.0331], [0.0450, 0.1867, 0.0592], [0.0376, -0.0792, 0.0034], [-0.0105, 0.1268, -0.0008], [-0.1589, -0.1140, -0.2774], [-0.0243, -0.0568, 0.0293], [0.0864, -0.0280, 0.0985], [0.0059, 0.0125, 0.0134], [0.0002, -0.0158, -0.0098], [-0.0001, 0.0106, -0.0058], [-0.0172, 0.0082, 0.0130], [-0.0379, 0.0017, 0.0042], [0.0648, -0.0055, 0.0840], [-0.0008, -0.0183, -0.0197], [0.0249, -0.1626, -0.1182], [-0.0516, 0.1176, 0.1036], [-0.0717, 0.0981, -0.0106], [0.0764, -0.2512, 0.0059], [-0.0408, 0.0148, -0.0202], [0.0353, 0.1031, 0.0326], [-0.0226, -0.0319, -0.0755], [-0.0111, 0.0519, 0.0130], [-0.0100, 0.0337, 0.0210], [0.0042, 0.0490, 0.0476], [0.0309, -0.1026, 0.0219], [0.0020, 0.0025, -0.0013], [-0.0031, 0.0145, 0.0081], [0.0064, -0.0010, -0.0013], [-0.0024, 0.0102, 0.0119], [0.0013, 0.0088, -0.0023]]
}

***

2.
{
  "formula": "C35H25BrF10N8O5STa",
  "method": "ωB97M-V/def2-TZVPD",
  "total_charge": 1,
  "lumo_energy_ev": -5.92,
  "symbols": ["Ta", "C", "N", "C", "C", "N", "C", "C", "F", "C", "F", "C", "F", "C", "F", "C", "F", "C", "C", "N", "C", "C", "F", "C", "F", "C", "F", "C", "F", "C", "F", "H", "H", "H", "H", "H", "H", "H", "H", "H", "H", "H", "C", "C", "C", "N", "H", "H", "H", "H", "H", "Br", "C", "C", "N", "C", "C", "C", "C", "O", "O", "H", "H", "H", "O", "S", "O", "O", "C", "N", "C", "C", "C", "N", "C", "C", "C", "N", "C", "C", "H", "H", "H", "H", "H", "H"],
  "coordinates": [[0.220, -0.260, -0.937], [-2.279, -2.154, -1.867], [-0.953, -2.434, -1.370], [-1.006, -3.200, -0.067], [0.361, -3.126, 0.615], [1.045, -1.847, 0.342], [2.403, -1.944, 0.706], [3.277, -2.708, -0.146], [2.740, -3.374, -1.171], [4.652, -2.898, 0.116], [5.457, -3.633, -0.622], [5.264, -2.193, 1.239], [6.574, -2.400, 1.580], [4.411, -1.500, 2.116], [4.766, -1.034, 3.318], [3.040, -1.471, 1.873], [2.360, -0.878, 2.880], [-0.237, -3.074, -2.435], [0.540, -2.117, -3.315], [0.990, -0.859, -2.620], [1.660, 0.105, -3.361], [2.989, 0.445, -3.113], [3.634, -0.243, -2.208], [3.596, 1.336, -3.962], [4.845, 1.585, -3.728], [3.100, 1.566, -5.246], [3.762, 2.443, -6.133], [1.877, 1.113, -5.633], [1.211, 1.491, -6.758], [1.127, 0.507, -4.619], [-0.245, 0.552, -4.760], [-2.762, -2.930, -2.419], [-2.212, -1.284, -2.463], [-2.933, -1.974, -1.004], [-1.451, -4.201, -0.097], [-1.714, -2.649, 0.544], [0.877, -4.023, 0.235], [0.246, -3.175, 1.707], [-1.051, -3.696, -2.991], [0.460, -3.823, -2.062], [-0.075, -1.789, -4.192], [1.443, -2.623, -3.743], [3.974, 2.727, 1.774], [3.724, 2.588, 0.238], [2.667, 1.591, 0.156], [1.730, 0.860, 0.115], [4.113, 3.921, 1.897], [4.981, 2.316, 2.016], [3.203, 2.248, 2.373], [4.535, 2.307, -0.428], [3.318, 3.570, -0.139], [-1.039, 6.331, -4.652], [-1.819, 4.916, -3.722], [-3.189, 4.986, -3.354], [-3.811, 3.881, -2.956], [-3.081, 2.841, -2.530], [-1.672, 2.810, -2.587], [-1.034, 3.798, -3.323], [-0.937, 1.703, -2.053], [0.321, 1.768, -1.739], [-1.551, 0.529, -1.713], [-3.771, 5.858, -3.597], [-3.680, 2.242, -1.849], [0.003, 3.774, -3.713], [-1.765, -0.701, 7.917], [-3.179, -1.046, 8.122], [-3.829, -0.426, 9.241], [-3.327, -2.503, 7.949], [-3.966, -0.626, 6.506], [-5.293, -0.665, 6.446], [-5.752, -0.246, 5.284], [-4.909, 0.025, 4.184], [-3.561, 0.013, 4.352], [-3.037, -0.359, 5.570], [-2.572, 0.315, 3.327], [-1.230, -0.049, 3.342], [-0.498, 0.005, 2.197], [-1.064, 0.280, 1.008], [-2.399, 0.668, 0.981], [-3.149, 0.789, 2.118], [-6.842, -0.138, 5.203], [-5.296, 0.282, 3.202], [-0.778, -0.440, 4.242], [0.525, -0.266, 2.283], [-2.862, 0.862, 0.042], [-4.213, 1.037, 2.041]],
  "forces_ev_per_angstrom": [[-0.1045, -2.0868, 3.3169], [-1.4513, 0.6441, 1.4737], [0.1045, 0.8766, 1.6883], [-0.0008, 1.4780, 0.4759], [-0.6443, -0.4111, -0.2997], [-0.7918, 1.0453, -1.3955], [1.8821, -0.6436, -0.2106], [0.9803, 0.1878, 1.2594], [-0.0036, 0.1691, -0.3644], [0.1799, 2.0312, 1.8657], [-0.2989, -0.2183, -0.3849], [-0.3968, -0.9885, 0.0904], [-1.9435, 0.3728, -0.8083], [0.1938, -1.0611, -0.2308], [0.6226, -0.0989, -0.7506], [-0.6518, 0.5236, -0.4697], [-0.3006, -0.1320, -0.6569], [0.0234, -2.3402, -1.0402], [0.5484, 0.6419, -1.8956], [-1.2737, -1.0527, 0.8923], [0.1491, -0.3314, -2.8816], [-2.3143, -0.3678, -1.0775], [0.9317, 0.1442, 1.1212], [0.3578, -0.9738, -1.2955], [1.8892, 0.9076, 0.3866], [1.5993, 2.7772, -1.7765], [-0.9751, -2.0238, 2.0295], [-2.6766, 0.2384, 0.1152], [1.3197, -0.3997, 1.3135], [-0.8308, 0.6647, 0.5195], [1.3334, -0.7351, 0.0651], [0.0806, -0.9395, -0.4018], [-0.4335, 0.6919, -0.8006], [0.0753, 0.3935, -0.2974], [0.4977, -0.0375, -0.6231], [-0.1795, 0.3234, 0.0548], [0.6343, 0.5266, 0.4174], [-0.1130, -0.5077, -0.2645], [1.8504, 1.0688, 0.2727], [0.0174, 0.1707, 0.3632], [0.4215, -0.2168, 0.6745], [-0.7048, 0.3434, 0.4082], [2.5155, 2.9084, -0.4526], [-1.4383, 0.4248, 0.3568], [-3.5255, -2.1901, -0.9291], [4.0792, 2.4707, 0.1367], [-0.7064, -2.9773, 0.4331], [-0.8993, 0.0589, 0.0057], [0.0225, 0.4532, 0.1437], [0.3554, -0.1578, 0.2900], [0.1085, -1.1548, 0.1148], [0.1002, 0.1230, -0.0849], [0.2390, -0.9291, 1.2363], [1.2762, -1.4053, -1.5491], [0.2828, 0.2562, 0.9808], [-0.3600, 1.3178, 0.9878], [-0.8345, -0.4459, -0.8416], [-0.3032, 2.0512, -1.3415], [-0.0897, -1.9938, 1.5683], [-2.0356, -0.8214, -0.4567], [2.0176, 2.5330, -0.9861], [-0.2054, 0.1684, 0.0769], [0.3791, -0.8592, -0.5659], [-0.6619, -0.2227, 0.7621], [-1.1020, 0.7320, 0.3124], [2.5671, -2.3961, -1.0699], [-0.5789, 0.3036, -0.3184], [-0.8012, 0.6723, 0.4787], [2.4482, -0.0001, 1.6752], [-0.0733, 0.9760, -0.9661], [-0.3961, -0.3832, -0.5944], [-1.3133, 0.6414, -0.6205], [1.5166, -1.1904, 3.3610], [-1.8735, 0.7715, -1.1663], [-1.6165, -0.1154, -1.5080], [-0.5630, 0.1608, 1.1302], [-0.9433, 0.1302, -0.1064], [-0.5699, 0.1873, -1.4829], [1.3225, -0.0901, 0.8860], [0.8495, -0.6112, -0.1355], [0.4497, -0.1569, -0.1694], [-0.5462, -0.0811, 0.5069], [-0.1148, 0.1377, 0.2262], [0.5038, -0.1038, -0.5634], [0.1323, 0.0273, -0.6463], [0.7827, 0.1255, 0.0069]]
}

***

3.
{
  "formula": "C35H25BrF6IrN3O3PS2Te",
  "method": "ωB97M-V/def2-TZVPD",
  "total_charge": 0,
  "spin_multiplicity": 2,
  "lumo_energy_ev": [0.16, -1.82],
  "symbols": ["Ir", "F", "C", "F", "F", "C", "C", "C", "C", "N", "C", "S", "H", "H", "H", "O", "C", "C", "C", "N", "C", "Br", "C", "H", "H", "H", "H", "F", "C", "F", "F", "C", "O", "O", "N", "P", "C", "C", "C", "C", "C", "C", "C", "C", "C", "C", "C", "C", "C", "C", "C", "C", "C", "C", "H", "H", "H", "H", "H", "H", "H", "H", "H", "H", "H", "H", "H", "H", "H", "Te", "C", "C", "C", "C", "S", "H", "H", "H"],
  "coordinates": [[0.158, -1.611, -0.595], [-2.777, -3.620, 4.619], [-1.765, -3.522, 3.739], [-1.403, -4.774, 3.411], [-0.726, -2.973, 4.391], [-2.161, -2.724, 2.531], [-3.446, -2.237, 2.377], [-3.787, -1.513, 1.241], [-2.824, -1.290, 0.279], [-1.591, -1.772, 0.428], [-1.229, -2.473, 1.523], [0.445, -2.889, 1.376], [-4.181, -2.423, 3.148], [-4.781, -1.116, 1.106], [-3.023, -0.730, -0.624], [6.348, -1.521, -1.352], [5.004, -1.571, -1.297], [4.294, -2.684, -0.860], [2.925, -2.609, -0.833], [2.209, -1.530, -1.205], [2.911, -0.482, -1.658], [2.054, 1.034, -2.349], [4.294, -0.459, -1.712], [6.726, -2.351, -1.039], [4.789, -3.590, -0.537], [2.348, -3.454, -0.485], [4.808, 0.414, -2.084], [-3.136, 0.470, -4.181], [-1.830, 0.186, -4.082], [-1.171, 1.349, -3.995], [-1.453, -0.406, -5.227], [-1.556, -0.766, -2.887], [-2.293, -1.737, -2.785], [-0.557, -0.421, -2.187], [0.611, 0.032, 0.474], [0.041, 1.316, 1.072], [1.090, 2.766, 0.709], [2.467, 2.574, 0.828], [3.348, 3.609, 0.565], [2.862, 4.851, 0.170], [1.497, 5.051, 0.052], [0.612, 4.013, 0.326], [-0.037, 1.377, 2.896], [0.100, 0.194, 3.609], [0.020, 0.199, 4.997], [-0.190, 1.390, 5.674], [-0.314, 2.581, 4.967], [-0.233, 2.574, 3.584], [-1.641, 1.819, 0.564], [-2.727, 1.846, 1.434], [-4.008, 2.091, 0.955], [-4.215, 2.311, -0.398], [-3.136, 2.292, -1.276], [-1.860, 2.044, -0.797], [2.838, 1.596, 1.114], [4.414, 3.450, 0.662], [3.550, 5.659, -0.043], [1.114, 6.017, -0.254], [-0.454, 4.182, 0.232], [0.291, -0.724, 3.064], [0.126, -0.728, 5.545], [-0.251, 1.395, 6.755], [-0.468, 3.513, 5.496], [-0.322, 3.506, 3.035], [-2.577, 1.663, 2.491], [-4.845, 2.108, 1.643], [-5.213, 2.502, -0.771], [-3.293, 2.466, -2.333], [-1.023, 2.003, -1.484], [-0.390, -3.789, -1.904], [0.401, -3.473, -3.787], [1.029, -2.353, -4.272], [1.421, -2.489, -5.625], [1.089, -3.707, -6.145], [0.289, -4.686, -5.002], [1.178, -1.459, -3.686], [1.920, -1.715, -6.189], [1.269, -4.070, -7.145]],
  "forces_ev_per_angstrom": [[-0.0871, -0.0092, -0.0024], [0.0022, 0.0013, 0.0007], [-0.0059, -0.0019, -0.0056], [-0.0002, -0.0011, 0.0017], [0.0016, -0.0050, 0.0015], [0.0082, 0.0002, -0.0003], [-0.0058, 0.0021, -0.0051], [-0.0001, -0.0099, 0.0089], [-0.0038, -0.0062, -0.0010], [-0.0042, -0.0029, 0.0102], [0.0038, -0.0160, 0.0071], [-0.0020, 0.0083, -0.0069], [0.0000, -0.0008, 0.0002], [0.0006, -0.0003, -0.0016], [-0.0009, 0.0001, 0.0004], [-0.0011, 0.0001, -0.0006], [0.0045, 0.0004, -0.0018], [-0.0002, -0.0014, -0.0009], [0.0018, -0.0008, 0.0028], [-0.0004, 0.0221, -0.0084], [-0.0052, -0.0157, -0.0047], [-0.0069, 0.0007, 0.0034], [-0.0007, -0.0008, -0.0005], [0.0001, 0.0000, -0.0002], [-0.0004, 0.0000, 0.0000], [0.0022, 0.0020, 0.0030], [0.0004, -0.0001, 0.0001], [0.0065, 0.0009, -0.0058], [-0.0195, 0.0180, 0.0196], [-0.0048, 0.0103, 0.0134], [0.0050, -0.0025, -0.0019], [0.0081, -0.0377, -0.0354], [-0.0023, 0.0118, 0.0196], [0.0462, -0.0004, -0.0240], [0.1329, -0.0138, 0.0221], [-0.0762, 0.0233, -0.0029], [0.0257, -0.0218, -0.0022], [0.0090, 0.0057, -0.0051], [-0.0063, 0.0110, -0.0014], [0.0061, -0.0044, 0.0026], [-0.0114, 0.0014, 0.0018], [-0.0050, 0.0008, -0.0004], [-0.0006, 0.0144, 0.0003], [-0.0111, -0.0038, -0.0033], [-0.0005, -0.0015, -0.0019], [0.0015, 0.0020, -0.0004], [-0.0017, -0.0016, 0.0037], [-0.0062, -0.0021, 0.0025], [-0.0079, -0.0189, -0.0042], [0.0110, 0.0164, 0.0030], [-0.0054, -0.0005, 0.0003], [-0.0030, 0.0004, 0.0029], [0.0046, -0.0071, -0.0015], [0.0141, 0.0127, -0.0042], [-0.0097, -0.0034, -0.0011], [-0.0003, 0.0002, -0.0008], [-0.0003, 0.0004, 0.0001], [0.0005, -0.0001, 0.0001], [-0.0058, -0.0055, -0.0055], [0.0113, 0.0092, 0.0073], [0.0010, 0.0010, -0.0009], [0.0015, 0.0003, 0.0003], [0.0001, -0.0005, 0.0008], [-0.0013, -0.0022, 0.0045], [0.0031, 0.0017, 0.0039], [0.0004, 0.0008, 0.0005], [0.0004, 0.0002, -0.0005], [-0.0002, -0.0022, -0.0086], [-0.0005, 0.0047, -0.0019], [-0.0094, 0.0192, -0.0018], [-0.0240, 0.0084, 0.0055], [0.0197, -0.0022, -0.0018], [0.0082, -0.0046, 0.0062], [-0.0151, 0.0051, -0.0028], [0.0192, -0.0104, 0.0023], [-0.0047, -0.0001, -0.0014], [-0.0001, 0.0001, -0.0002], [-0.0032, 0.0019, -0.0016]]
}

***

Values for max |F|, hartree/bohr, ordered as above
0.00660; 0.09278; 0.00263
Values for energy above the lowest of the compared OMol25 structures with the same formula, charge and spin, kcal per mole, ordered as above
9.2; 14.7; 0.0